Density functional theory data (ωB97M-V/def2-TZVPD) for C2HBrCl2OS as an isolated structure.

XYZ file:
```
8
Properties=species:S:1:pos:R:3:forces:R:3:nbo_charge:R:1
C 0.688316 0.439283 -0.677356 0.277 -2.930 -1.093 -0.185
C 2.305593 -0.422848 0.445742 -0.305 1.188 -1.044 -0.301
O 1.044373 1.567692 -1.483199 0.662 0.953 -0.339 -0.591
S 0.326333 2.052920 -0.129830 -0.082 0.320 0.383 1.035
Cl 1.614610 -1.940761 0.836394 -0.594 -0.971 0.254 -0.040
Cl 1.784918 2.440026 1.175915 -0.403 0.264 -0.113 -0.046
Br 3.675133 -0.787010 -0.997239 -0.502 0.256 0.111 -0.090
H -0.122792 -0.138788 -1.304087 0.947 0.920 1.841 0.218
```
Forces are in eV/Å.

## Properties
E_LUMO (spin up / spin down), eV: -1.181 / -1.181
Energy relative to the best compared isomer or geometry (same formula, charge and spin), kcal per mole: 91.6
Molar mass, g/mol: 223.91